{"formula": "C4H6LuO3", "method": "wB97M-V/def2-TZVPD", "symbols": ["O", "C", "O", "C", "C", "O", "C", "Lu", "H", "H", "H", "H", "H", "H"], "xyz": [[1.997576, 1.213618, -0.848632], [1.924944, -0.038114, -0.935767], [1.839969, -0.379798, 0.861152], [0.811689, -1.355192, 0.712762], [-0.051284, -0.713033, -0.377153], [-0.651235, 0.444200, 0.323953], [-1.715838, 1.022928, -0.393254], [1.143265, 1.643807, 1.128765], [0.299141, -1.696460, 1.632063], [1.263330, -2.275028, 0.297886], [-0.859728, -1.405486, -0.670013], [-1.906612, 2.021146, 0.021508], [-1.473279, 1.111984, -1.464756], [-2.621944, 0.405427, -0.288515]], "forces_ev_per_angstrom": [[-0.818, 0.571, -0.019], [-0.152, 0.317, -0.495], [-0.534, 0.333, 2.193], [-0.323, -0.633, -1.292], [1.066, -1.074, 0.940], [0.559, 0.691, 0.382], [-0.604, 0.346, -0.431], [0.359, -1.919, -1.319], [0.266, 0.678, 0.069], [-0.102, 0.321, -0.023], [0.032, 0.444, -0.270], [-0.071, -0.185, -0.083], [0.055, -0.064, 0.342], [0.267, 0.175, 0.006]], "spin_multiplicity": 2, "relative_energy_ev": 2.4109, "total_charge": 0, "total_energy_ha": -1617.0601, "homo_ev": [-6.41, -6.65], "lumo_energy_ev": [-0.18, -1.22], "homo_lumo_gap_ev": [6.2350, 5.4319]}



{"formula": "C4H6MgO4Pm", "method": "wB97M-V/def2-TZVPD", "symbols": ["O", "Mg", "O", "C", "C", "O", "C", "C", "O", "Pm", "H", "H", "H", "H", "H", "H"], "xyz": [[-2.348647, -3.303959, 0.867267], [-2.451330, -1.605272, 0.133219], [0.943555, -2.086267, -0.463533], [0.115782, -2.002559, 0.533617], [-0.238552, -0.751716, 1.026872], [0.492716, 0.319180, 0.495467], [-0.184819, 1.425749, -0.112896], [0.882947, 2.187612, -0.897125], [1.629795, 1.333447, -1.701027], [2.107540, -0.461043, -1.128773], [-0.569586, -3.195718, 1.004068], [-0.633190, -0.612060, 2.039760], [-0.679101, 2.033371, 0.658385], [-0.953042, 1.032642, -0.801817], [1.526177, 2.721281, -0.167460], [0.359752, 2.965311, -1.486024]], "forces_ev_per_angstrom": [[0.699, 1.589, -0.750], [0.153, -1.951, 1.158], [0.105, 0.262, -0.753], [-1.757, -2.615, 2.496], [-0.923, -1.189, 0.145], [1.192, 0.280, -0.611], [-0.341, 0.189, -0.247], [-1.087, 1.685, 0.905], [-0.574, 1.378, -0.682], [1.746, -2.259, 0.464], [0.112, 3.247, -1.289], [0.088, -0.059, -0.422], [0.219, -0.031, -0.255], [0.130, 0.016, 0.145], [-0.115, -0.232, -0.412], [0.353, -0.312, 0.110]], "spin_multiplicity": 5, "total_charge": 1, "total_energy_ha": -1265.0367, "homo_ev": [-10.13, -10.15], "lumo_energy_ev": [-5.24, -5.12], "homo_lumo_gap_ev": [4.8873, 5.0341]}



{"formula": "C4H6MgO4Y", "method": "wB97M-V/def2-TZVPD", "symbols": ["O", "Mg", "O", "C", "C", "O", "C", "C", "O", "Y", "H", "H", "H", "H", "H", "H"], "xyz": [[4.577318, 1.286628, 1.682981], [3.215780, 0.947050, 0.462499], [0.538645, 2.121321, -0.318023], [1.085181, 1.072670, 0.339787], [0.325205, -0.036827, 0.546674], [-1.034252, 0.008939, 0.178414], [-1.545385, -0.996264, -0.707392], [-2.828901, -0.425260, -1.311360], [-2.626982, 0.853563, -1.822061], [-1.392993, 1.954668, -0.929634], [4.476707, 1.726514, 2.546836], [0.626221, -0.938928, 1.081630], [-1.722168, -1.931197, -0.154898], [-0.796840, -1.178852, -1.497282], [-3.610495, -0.427532, -0.522048], [-3.168668, -1.136087, -2.091032]], "forces_ev_per_angstrom": [[-0.704, 0.100, -0.163], [0.371, 0.524, 1.542], [0.009, -0.112, -0.002], [0.853, -1.901, -0.246], [1.466, 0.440, 0.366], [-0.797, 0.898, -0.045], [-0.088, -0.685, -0.612], [-0.831, -2.034, 0.211], [-1.725, -2.154, -1.419], [1.235, 4.208, 1.424], [0.130, -0.412, -0.807], [-0.124, 0.314, -0.185], [0.000, 0.285, -0.191], [-0.134, 0.016, 0.242], [0.249, 0.160, -0.412], [0.091, 0.354, 0.297]], "total_charge": 1, "total_energy_ha": -695.1684, "homo_ev": -12.07, "lumo_energy_ev": -4.97, "homo_lumo_gap_ev": 7.0996}



{"formula": "C4H6MgO5Sr", "method": "wB97M-V/def2-TZVPD", "symbols": ["O", "C", "C", "O", "C", "Sr", "H", "H", "H", "H", "H", "H", "O", "C", "O", "O", "Mg"], "xyz": [[-1.731170, 1.614056, 0.529710], [-2.545141, 0.610785, 0.024425], [-1.749064, -0.398364, -0.797642], [-0.597720, -0.747283, -0.006614], [0.277092, -1.679385, -0.497158], [0.148543, 1.166857, 1.238476], [-3.338423, 1.005697, -0.639890], [-3.061173, 0.058644, 0.837321], [-1.387673, 0.048265, -1.736942], [-2.322571, -1.311314, -1.012720], [1.262925, -1.356262, -0.829319], [-0.188816, -2.557987, -0.948238], [1.958868, -0.370109, 1.691787], [2.846870, 0.454785, 1.222406], [2.342683, 1.577201, 0.719125], [3.999978, 0.120378, 0.825674], [4.084786, 1.764033, -0.620403]], "forces_ev_per_angstrom": [[-2.918, 0.617, -1.131], [-0.392, 0.009, -0.219], [0.574, 0.204, 0.363], [-1.815, 1.411, 0.479], [1.215, -2.223, -0.737], [1.505, -1.003, 1.495], [-0.053, -0.036, 0.110], [0.028, 0.090, -0.086], [-0.044, -0.113, -0.051], [0.043, 0.134, -0.060], [-0.200, 0.270, -0.138], [0.071, 0.207, -0.100], [2.592, 1.634, 0.928], [-3.353, -3.355, -1.467], [2.208, 2.252, -0.818], [1.491, 0.980, -0.089], [-0.950, -1.078, 1.520]], "spin_multiplicity": 2, "total_charge": -1, "total_energy_ha": -763.0241, "homo_ev": [-0.53, -0.55], "lumo_energy_ev": [2.32, 1.36], "homo_lumo_gap_ev": [2.8439, 1.9080]}



{"formula": "C4H6N", "method": "wB97M-V/def2-TZVPD", "symbols": ["C", "C", "C", "C", "N", "H", "H", "H", "H", "H", "H"], "xyz": [[0.233830, 1.635691, -0.172733], [-0.455590, 2.616055, 0.221651], [0.137990, -2.357678, 0.257639], [0.967468, 0.671491, -0.462667], [0.150461, -1.174327, -0.297614], [-0.440129, 2.752046, 1.327345], [-1.056088, 3.232249, -0.430228], [-0.586985, -3.110417, -0.024754], [0.936183, -2.661487, 0.984849], [1.826424, 0.401464, -0.902277], [-0.692817, -1.099321, -0.746462]], "forces_ev_per_angstrom": [[0.605, -1.921, -0.732], [-1.651, 2.113, 2.228], [2.462, 1.915, 0.262], [-1.767, -1.997, 1.080], [1.270, -0.994, 2.171], [-0.069, 0.538, -0.917], [-0.175, 0.063, 0.057], [-0.407, 0.208, 0.051], [-0.689, 0.372, -0.863], [2.829, -1.026, -1.141], [-2.408, 0.728, -2.196]], "relative_energy_ev": 3.2963, "total_charge": 1, "total_energy_ha": -210.3349, "homo_ev": -15.45, "lumo_energy_ev": -5.81, "homo_lumo_gap_ev": 9.6414}



{"formula": "C4H6N", "method": "wB97M-V/def2-TZVPD", "symbols": ["C", "C", "C", "C", "N", "H", "H", "H", "H", "H", "H"], "xyz": [[-1.605020, 0.322772, 0.041349], [-2.524930, -0.630067, 0.068237], [2.536430, -0.072539, 0.166085], [-0.758987, 1.219647, -0.036901], [1.324411, -0.002619, -0.171528], [-2.911710, -1.031001, 0.994342], [-2.935977, -1.006926, -0.857848], [3.188471, -0.896934, -0.110839], [2.972627, 0.709772, 0.773115], [-0.233553, 2.131600, -0.108223], [0.948240, -0.743705, -0.757793]], "forces_ev_per_angstrom": [[-0.432, -0.506, 0.000], [0.109, 0.266, -0.039], [-0.129, 0.075, 0.092], [1.124, -0.596, 0.085], [-1.233, 0.498, -0.184], [0.021, 0.010, 0.173], [-0.010, -0.083, -0.145], [-0.058, -0.108, -0.136], [-0.017, 0.150, 0.098], [0.238, 0.516, 0.010], [0.386, -0.223, 0.046]], "relative_energy_ev": 3.2685, "total_charge": 1, "total_energy_ha": -210.3359, "homo_ev": [-15.04, -15.04], "lumo_energy_ev": [-7.05, -7.05], "homo_lumo_gap_ev": [7.9952, 7.9967]}



{"formula": "C4H6N", "method": "wB97M-V/def2-TZVPD", "symbols": ["C", "N", "C", "C", "C", "H", "H", "H", "H", "H", "H"], "xyz": [[2.352387, -0.263632, -1.876516], [1.446826, 0.072848, -1.067589], [0.338587, -0.035220, -0.414626], [-1.188001, -0.132700, 0.383978], [-1.511231, 0.340159, 1.709001], [2.024898, -0.954776, -2.641234], [3.332437, 0.213302, -1.618486], [-1.832373, -0.531160, -0.487190], [-0.625450, 0.798389, 2.231817], [-1.949919, -0.483260, 2.235001], [-2.388163, 0.976051, 1.545844]], "forces_ev_per_angstrom": [[1.410, 0.814, 0.416], [-7.183, -0.881, 4.390], [-0.196, 0.586, 0.152], [5.127, -0.549, -5.992], [0.863, 0.793, -0.118], [0.713, 0.086, -0.458], [-0.629, -0.908, -1.006], [0.883, 0.552, 1.973], [-1.318, -0.368, -0.403], [0.056, -0.741, 0.731], [0.274, 0.617, 0.315]], "relative_energy_ev": 4.2909, "total_charge": 1, "smiles": "C=[N+]=C=CC", "total_energy_ha": -210.2984, "homo_ev": [-14.25, -14.04], "lumo_energy_ev": [-5.84, -6.16], "homo_lumo_gap_ev": [8.4066, 7.8856]}



{"formula": "C4H6N2", "method": "wB97M-V/def2-TZVPD", "symbols": ["N", "C", "C", "C", "C", "N", "H", "H", "H", "H", "H", "H"], "xyz": [[2.540154, -0.308011, 0.328819], [2.022841, 0.066155, -0.679482], [0.734226, -0.170855, 0.219515], [-0.330169, 0.938425, 0.329858], [-1.298945, -0.127788, -0.243349], [-0.232811, -1.156191, -0.271889], [1.147674, -0.446008, 1.219878], [-0.503262, 1.213932, 1.372725], [-0.205065, 1.841795, -0.273173], [-1.682693, 0.138418, -1.231520], [-2.133731, -0.414375, 0.408851], [-0.058223, -1.575492, -1.180233]], "forces_ev_per_angstrom": [[1.613, 0.258, -1.394], [0.406, 0.080, -0.040], [-0.590, -0.342, 1.328], [0.089, 0.055, 0.086], [-0.243, 0.097, -0.114], [0.053, -0.208, -0.021], [-1.676, -0.064, 0.195], [-0.073, 0.042, -0.216], [0.097, -0.306, 0.044], [-0.019, -0.042, 0.092], [0.194, 0.135, -0.150], [0.149, 0.293, 0.188]], "relative_energy_ev": 4.5808, "total_charge": 0, "total_energy_ha": -265.3672, "homo_ev": -9.29, "lumo_energy_ev": 0.88, "homo_lumo_gap_ev": 10.1714}



{"formula": "C4H6N2", "method": "wB97M-V/def2-TZVPD", "symbols": ["H", "N", "C", "C", "C", "C", "N", "H", "H", "H", "H", "H"], "xyz": [[2.683499, -1.104747, -0.815679], [2.112086, -0.322150, -0.494879], [0.882385, -0.616779, -0.483828], [-0.159863, 0.397994, 0.006485], [-1.558471, -0.211441, 0.162125], [0.474413, 1.234770, 1.024660], [1.155262, 2.026907, 1.521870], [0.489705, -1.607231, -0.762863], [-0.304335, 1.273932, -0.656052], [-1.964361, -0.342858, -0.849244], [-1.582891, -1.191204, 0.648660], [-2.227429, 0.462802, 0.698749]], "forces_ev_per_angstrom": [[-0.115, 0.057, 0.003], [-0.410, -0.247, -0.095], [0.232, 0.241, -0.095], [-0.098, 0.524, -0.338], [-0.055, 0.043, 0.120], [0.817, 0.609, 0.936], [-0.846, -0.752, 0.049], [-0.025, 0.279, -0.020], [0.147, -0.878, -0.868], [0.070, -0.021, 0.246], [0.209, 0.208, 0.079], [0.074, -0.064, -0.017]], "relative_energy_ev": 1.5163, "total_charge": 0, "smiles": "[H]/N=C/[C@@H](C)C#N", "total_energy_ha": -265.4798, "homo_ev": -10.65, "lumo_energy_ev": 0.73, "homo_lumo_gap_ev": 11.3766}



{"formula": "C4H6N2", "method": "wB97M-V/def2-TZVPD", "symbols": ["C", "C", "C", "C", "N", "N", "H", "H", "H", "H", "H", "H"], "xyz": [[1.112497, 0.946127, 0.768893], [-0.063210, 0.754318, 0.154346], [-0.202288, 0.349462, -1.251056], [-0.718218, -0.879506, -1.150760], [-0.931039, -1.235475, 0.228059], [-1.093421, 0.070068, 0.845312], [1.163106, 0.973990, 1.853711], [1.979769, 1.252987, 0.203059], [0.268605, 0.819820, -2.103567], [-0.825913, -1.650622, -1.902227], [0.168845, -1.319423, 0.527199], [-0.858733, -0.081746, 1.827031]], "forces_ev_per_angstrom": [[-0.074, 1.172, -0.073], [0.993, -0.526, 0.728], [-0.164, -0.305, -0.134], [0.298, 0.236, -0.401], [2.265, -0.480, 0.761], [-0.558, 0.377, 0.018], [0.123, -0.114, -0.120], [0.083, 0.136, 0.067], [-0.309, 0.025, 0.066], [-0.101, 0.140, 0.052], [-2.398, -0.996, -0.697], [-0.158, 0.335, -0.267]], "relative_energy_ev": 3.6580, "total_charge": 0, "smiles": "C=C1C=CNN1", "total_energy_ha": -265.4011, "homo_ev": -8.70, "lumo_energy_ev": 0.99, "homo_lumo_gap_ev": 9.6986}